1.
# C18H26F5O15

A structure of composition C18H26F5O15 in a non-equilibrium geometry (ωB97M-V with the def2-TZVPD basis set, the OMol25 dataset).

Computed properties:
* ΔE to the lowest compared entry with this formula, charge and spin: 52.7 kcal per mole
* calculated total energy: -63380.56494 eV
* F_max: 14.5 eV/Å
* molar mass: 577.38 g mol⁻¹
* total charge: -1

The geometry in XYZ format:
```
64
Properties=species:S:1:pos:R:3:forces:R:3
F -0.987 2.237 0.694 0.16 0.12 0.14
C -0.679 -0.687 3.302 3.68 1.27 -1.03
C -1.961 -0.031 3.095 -1.26 -6.33 3.94
O -2.525 -0.241 4.439 -0.79 0.54 -0.36
C -1.571 -0.629 5.375 -2.52 0.18 -1.52
O -1.867 -0.811 6.509 0.72 0.07 0.27
O -0.436 -0.792 4.738 0.98 -0.95 -0.99
F -2.637 -0.673 2.147 -1.25 -0.36 -0.46
H -0.042 0.199 3.000 0.56 -1.83 -0.13
H -0.541 -1.631 2.658 -0.03 1.35 1.51
H -1.901 0.909 2.910 -0.09 6.26 -1.47
C 1.396 2.978 2.599 -0.59 0.00 3.37
C 0.186 3.584 3.423 0.68 -0.32 -1.93
O 0.640 4.822 3.881 -2.02 -0.01 -0.50
C 1.918 4.889 3.771 4.00 0.37 1.16
O 2.557 5.791 4.259 -0.14 -1.11 -1.09
O 2.452 3.746 3.178 0.06 1.55 0.59
F 0.129 2.801 4.497 -1.08 -1.15 1.52
H 1.434 3.104 1.607 -0.60 0.93 -3.75
H 1.598 1.898 2.732 -0.48 0.63 0.64
H -0.774 3.832 2.974 0.00 -1.03 -0.25
C -3.131 4.455 -0.863 -1.63 -0.04 4.28
C -2.419 3.747 -1.960 -0.58 0.68 -2.42
O -1.811 4.839 -2.801 -1.17 -2.47 1.30
C -2.265 5.985 -2.325 0.19 1.27 0.70
O -2.003 7.055 -2.794 -0.44 -0.38 0.30
O -2.986 5.793 -1.177 0.47 2.36 -1.17
F -3.153 2.939 -2.797 -0.15 0.73 0.36
H -2.623 4.266 0.222 -0.75 0.00 -2.79
H -4.270 4.371 -0.610 1.94 -0.84 -1.17
H -1.678 3.167 -1.566 2.29 -1.56 0.86
C 1.219 2.067 -1.551 0.44 -3.89 -1.76
C 2.514 1.297 -1.609 3.81 3.93 0.98
O 2.635 1.029 -3.000 3.32 -3.26 1.88
C 1.830 1.755 -3.779 1.11 -1.22 4.13
O 1.874 1.765 -4.923 -0.19 0.32 -4.39
O 1.077 2.356 -2.946 -3.75 4.75 0.85
F 2.799 0.235 -0.707 -1.17 1.52 -2.30
H 1.274 2.834 -0.839 -0.79 1.27 0.33
H 0.509 1.290 -1.471 -1.70 -0.19 1.47
H 3.318 2.260 -1.272 -1.26 -3.31 -1.12
C -1.613 -1.301 -1.081 -0.71 1.88 1.28
O -0.429 -1.991 -1.359 0.59 -1.29 -0.80
C 0.429 -2.276 -0.285 -0.31 1.61 2.35
C 1.680 -3.170 -0.591 2.69 11.61 3.79
O 1.291 -4.288 -0.803 -2.80 -12.96 -5.79
C 1.195 -4.709 -2.234 -0.04 2.25 0.53
C 0.656 -6.076 -2.462 4.13 2.46 -5.05
O 1.573 -7.012 -2.040 2.32 0.89 -1.64
C 1.104 -8.302 -2.004 3.48 -3.15 -1.78
H -2.154 -1.207 -2.060 0.09 -0.47 1.17
H -1.339 -0.245 -0.796 -0.29 -0.63 -0.11
H -2.261 -1.627 -0.139 1.23 -0.12 -2.18
H -0.057 -2.947 0.427 -0.73 -0.13 0.11
H 0.527 -1.312 0.342 0.71 -1.02 -1.01
H 2.263 -3.297 0.315 0.04 1.11 1.34
H 2.433 -2.575 -1.119 -0.07 -0.59 -1.59
H 2.115 -4.459 -2.809 0.01 -0.67 0.87
H 0.505 -3.988 -2.666 -0.52 -0.01 -0.07
H 0.293 -5.863 -3.736 1.45 -1.61 3.01
H -0.208 -6.164 -2.044 -5.53 -0.87 2.90
H 0.643 -8.664 -2.925 0.32 0.08 -0.39
H 0.399 -8.165 -1.352 -4.67 -0.82 4.11
H 1.859 -9.162 -1.598 -1.38 2.59 -1.05
```
Forces are in eV/Å.

2.
# C3H11NOP

A cluster of 2 separate species, C3H11NOP in total in a non-equilibrium geometry (ωB97M-V with the def2-TZVPD basis set, the OMol25 dataset).

Computed properties:
* ΔE to the lowest compared entry with this formula, charge and spin: 122.7 kcal per mole
* calculated total energy: -16105.13194 eV
* F_max: 6.0 eV/Å
* molar mass: 108.10 g mol⁻¹
* total charge: +1

The geometry in XYZ format:
```
17
Properties=species:S:1:pos:R:3:forces:R:3
C -0.181 -2.026 -0.916 4.87 -0.18 0.96
C -0.094 1.881 -1.173 2.76 2.29 1.31
C -1.341 0.281 1.371 -2.62 3.31 -4.33
N 2.138 -0.160 1.555 -2.00 0.09 -0.13
O -0.103 -0.589 -1.072 -0.97 -1.30 -0.92
P -0.117 0.525 0.018 1.31 0.14 0.91
H 0.639 -2.229 -0.166 -1.45 -0.29 -0.11
H 0.206 -2.634 -1.732 0.13 1.17 -0.97
H -1.078 -2.482 -0.749 -2.81 -0.19 1.19
H 0.738 1.749 -1.940 -0.94 -0.09 1.31
H -0.046 2.942 -0.749 0.33 -1.60 -0.14
H -0.981 1.898 -1.676 -2.69 -0.39 -1.56
H -1.585 1.164 1.912 0.78 1.39 0.47
H -0.972 -0.355 2.029 1.43 -3.46 2.70
H -2.383 0.167 0.971 0.98 -1.05 -0.01
H 2.811 0.594 1.568 0.33 0.50 -0.22
H 2.348 -0.727 0.749 0.57 -0.34 -0.45
```
Forces are in eV/Å.

3.
# C5H6O

The molecule C5H6O in a non-equilibrium geometry (ωB97M-V with the def2-TZVPD basis set, the OMol25 dataset).

Computed properties:
* ΔE to the lowest compared entry with this formula, charge and spin: 40.2 kcal per mole
* calculated total energy: -7327.53917 eV
* F_max: 1.7 eV/Å
* SMILES string: C1=COC=CC1
* molar mass: 82.10 g mol⁻¹

The geometry in XYZ format:
```
12
Properties=species:S:1:pos:R:3:forces:R:3
C -1.092 0.385 -0.478 -0.03 -0.36 -0.64
C -0.031 1.142 0.274 -0.51 -0.10 0.53
C 1.253 0.350 0.197 -0.07 -0.24 0.11
C 1.108 -0.970 0.243 0.59 0.29 0.35
O -0.128 -1.482 0.568 0.04 -0.21 -0.80
C -1.068 -0.928 -0.286 -0.70 0.26 -0.28
H -0.615 1.020 1.199 1.22 0.61 0.98
H -1.887 0.907 -0.987 0.06 -0.19 -0.42
H 0.086 2.210 0.062 -0.17 -0.39 -0.16
H 2.223 0.804 0.019 -0.27 0.00 -0.16
H 1.813 -1.747 -0.027 0.30 0.23 0.39
H -1.661 -1.686 -0.769 -0.47 0.10 0.10
```
Forces are in eV/Å.

4.
# C8H8N4O4

A cluster of 2 separate species, C8H8N4O4 in total in a non-equilibrium geometry (ωB97M-V with the def2-TZVPD basis set, the OMol25 dataset).

Computed properties:
* ΔE to the lowest compared entry with this formula, charge and spin: 54.9 kcal per mole
* calculated total energy: -22576.54827 eV
* F_max: 5.5 eV/Å
* SMILES string: O=c1cc[nH]c(=O)[nH]1.O=c1cc[nH]c(=O)[nH]1
* molar mass: 224.18 g mol⁻¹

The geometry in XYZ format:
```
24
Properties=species:S:1:pos:R:3:forces:R:3
C 4.616 -0.757 -0.426 3.81 -2.15 -1.38
C 3.914 -1.478 0.600 -1.69 1.39 0.98
C 2.973 -0.789 1.258 -1.48 -0.40 -1.60
C 3.180 1.166 -0.229 2.90 0.05 0.61
C -4.602 -1.064 -0.412 0.16 2.59 0.77
C -5.235 0.261 -0.532 -1.87 0.67 -0.59
C -4.661 1.408 -0.166 1.87 -1.19 -0.62
C -2.572 0.253 0.462 1.23 1.40 0.54
H 4.758 1.106 -1.469 0.54 -0.67 -0.10
H 4.093 -2.517 0.772 0.41 -0.17 -0.01
H 2.210 -1.279 1.878 0.70 0.51 0.32
H 2.070 1.202 1.474 1.46 -2.87 -2.76
H -2.806 -1.757 0.486 -0.92 1.86 -1.33
H -6.259 0.460 -0.915 0.73 -1.18 0.34
H -5.230 2.320 -0.334 0.71 0.15 0.44
H -2.874 2.359 0.272 -0.03 -1.64 0.34
N 4.297 0.511 -0.795 -2.75 0.92 0.56
N 2.572 0.460 0.743 -2.61 1.85 4.47
N -3.251 -0.872 0.051 0.92 -3.66 1.46
N -3.300 1.410 0.211 -0.99 2.21 -0.05
O 5.604 -1.322 -0.908 -0.57 0.70 -0.28
O 3.008 2.343 -0.385 -0.77 0.85 -0.84
O -5.153 -2.111 -0.564 0.58 -0.74 -0.10
O -1.444 0.282 0.986 -2.33 -0.48 -1.18
```
Forces are in eV/Å.

5.
# C15H27BBrN4O4

A cluster of 2 separate species, C15H27BBrN4O4 in total in a non-equilibrium geometry (ωB97M-V with the def2-TZVPD basis set, the OMol25 dataset).

Computed properties:
* calculated total energy: -100847.23940 eV
* F_max: 8.9 eV/Å
* molar mass: 418.12 g mol⁻¹
* total charge: +1

The geometry in XYZ format:
```
52
Properties=species:S:1:pos:R:3:forces:R:3
C -6.191 -0.560 -0.724 -1.07 -1.10 0.25
C -5.347 -0.517 0.678 -2.47 6.49 3.53
O -5.601 0.532 1.510 2.21 -6.85 -5.02
N -4.330 -1.519 1.165 1.21 -0.06 -2.57
C -4.377 -2.835 0.427 -3.29 -5.08 -2.39
C -2.948 -3.527 -0.100 -0.37 0.15 1.68
O -5.482 -3.566 0.177 6.51 5.75 2.12
C -2.937 -0.950 1.291 4.30 1.96 0.72
C -2.064 -0.207 0.120 0.66 -0.36 2.61
Br -2.805 -0.018 -1.752 1.16 -0.21 2.74
C -0.584 0.403 0.416 -2.25 -1.94 2.77
N -0.004 0.253 1.771 -3.59 -0.55 -3.89
N -0.726 -0.400 2.710 -2.34 -1.21 0.73
C 0.011 -0.533 4.066 1.71 0.29 0.83
C -2.088 -1.024 2.730 0.32 2.13 -5.04
B -2.782 -1.791 4.044 -1.05 -1.24 2.33
O -4.059 -1.306 4.633 4.14 0.33 -3.54
O -2.040 -3.001 4.540 -3.49 1.71 -2.38
H -5.596 -0.936 -1.659 -0.98 0.75 2.04
H -6.757 0.467 -0.950 1.79 -2.15 0.91
H -7.071 -1.350 -0.558 2.01 1.57 -0.27
H -3.185 -4.583 -0.555 0.25 2.44 0.78
H -2.327 -3.719 0.897 -1.06 0.45 -2.17
H -2.333 -2.824 -0.805 -1.32 -1.42 1.33
H 0.051 0.962 -0.424 -1.45 -1.38 2.14
H 1.086 -0.015 4.011 -2.61 -1.06 -0.34
H 0.216 -1.667 4.267 -0.79 2.20 -0.30
H -0.554 0.024 4.937 0.80 -1.36 -1.96
H -4.264 -0.469 4.084 -0.11 -1.66 1.29
H -2.631 -3.792 4.286 1.27 1.47 0.99
C 2.797 3.559 -3.327 0.10 -0.08 -0.11
C 3.441 3.019 -2.053 -0.20 0.00 -0.10
N 3.229 1.586 -1.845 -0.36 -0.31 0.33
C 3.581 1.134 -0.496 -0.18 0.16 -0.03
C 5.043 1.241 -0.074 0.25 -0.14 0.19
C 3.663 0.702 -2.931 -0.19 0.13 -0.32
C 5.127 0.768 -3.359 0.14 -0.12 -0.14
H 1.730 3.315 -3.366 0.13 -0.04 0.01
H 2.892 4.650 -3.359 0.02 -0.18 0.03
H 3.280 3.164 -4.226 -0.11 0.06 0.10
H 2.990 3.568 -1.215 0.13 -0.30 0.07
H 4.504 3.278 -2.054 0.13 0.10 -0.02
H 3.249 0.097 -0.361 0.04 0.04 -0.25
H 2.980 1.710 0.220 0.01 0.14 -0.14
H 5.658 0.477 -0.554 -0.02 0.17 0.03
H 5.124 1.083 1.007 0.00 0.02 -0.10
H 5.467 2.225 -0.290 -0.06 -0.12 -0.01
H 3.043 0.913 -3.812 0.05 0.13 0.17
H 3.418 -0.337 -2.677 -0.01 0.22 0.24
H 5.483 1.796 -3.474 -0.04 -0.09 0.04
H 5.244 0.275 -4.330 -0.01 0.06 0.11
H 5.776 0.247 -2.657 0.07 0.12 -0.02
```
Forces are in eV/Å.

6.
# C2H5N2O

The ion C2H5N2O with charge +1 in a non-equilibrium geometry (ωB97M-V with the def2-TZVPD basis set, the OMol25 dataset).

Computed properties:
* ΔE to the lowest compared entry with this formula, charge and spin: 116.1 kcal per mole
* calculated total energy: -7170.99523 eV
* F_max: 3.5 eV/Å
* molar mass: 73.07 g mol⁻¹
* total charge: +1

The geometry in XYZ format:
```
10
Properties=species:S:1:pos:R:3:forces:R:3
C -1.073 -0.075 0.116 -3.44 -0.52 0.42
C 1.205 0.292 -0.237 -1.93 2.79 -0.26
N -0.213 0.863 0.187 2.59 1.41 0.97
N -0.811 -1.302 -0.265 3.22 1.07 -0.41
O 1.170 -0.984 0.050 -1.60 -1.94 -0.41
H -2.197 0.085 0.198 1.26 0.21 0.24
H 1.229 0.680 -1.292 0.69 -0.90 0.67
H 1.850 0.832 0.471 0.54 -0.28 -0.35
H -0.183 1.833 0.646 -1.16 -1.99 -1.19
H -0.976 -2.224 0.127 -0.17 0.16 0.32
```
Forces are in eV/Å.